(1)
Below is a molecular structure, C20H18ClN3O2, with properties calculated with the ωB97M-V functional and the def2-TZVPD basis.

Computed properties:
total charge	0
HOMO-LUMO gap	7.674	eV
E_HOMO	-8.15	eV
ΔE to the lowest compared entry with this formula, charge and spin	468.62	kcal/mol

Cartesian coordinates (Å):
O  -2.350  2.994  0.061
C  -2.476  1.817  -0.295
C  -3.542  1.152  0.278
C  -4.656  1.585  1.039
N  -5.541  0.481  1.322
C  -5.197  -0.649  1.059
C  -5.785  -1.948  1.354
C  -5.065  -2.868  0.485
C  -3.925  -2.679  -0.223
C  -3.281  -1.500  -0.317
C  -4.020  -0.154  0.276
H  -2.525  -1.236  -0.991
H  -3.368  -3.747  -0.679
H  -5.422  -3.797  0.761
H  -6.610  -1.973  1.633
H  -6.470  0.777  2.147
H  -4.818  2.490  1.361
C  -1.863  1.049  -1.289
O  -2.223  0.955  -2.514
N  -0.577  0.855  -0.944
C  0.008  1.039  0.143
H  -0.352  0.344  1.091
C  1.569  1.189  0.158
N  1.994  -0.145  -0.216
C  3.350  -0.429  -0.429
C  3.824  -1.903  -0.440
C  5.051  -2.518  -0.215
C  6.037  -1.292  0.231
C  5.536  -0.184  0.621
C  4.358  0.251  0.361
H  4.101  1.435  0.424
Cl  6.754  0.960  0.973
H  7.045  -1.732  0.458
H  5.290  -3.487  -0.430
H  2.983  -2.714  -0.766
C  1.220  -0.691  -1.267
H  1.801  -1.420  -2.221
C  0.277  0.125  -1.757
H  -0.406  -0.356  -2.711
H  0.774  0.946  -2.493
H  0.638  -1.703  -0.607
H  1.725  1.980  -0.318
H  1.902  1.214  1.123
H  -0.342  1.858  0.659

---

(2)
Below is a molecular structure, C20H18ClN3ORuS2, with properties calculated with the ωB97M-V functional and the def2-TZVPD basis.

Computed properties:
total charge	+1
HOMO-LUMO gap (spin up / spin down)	6.144 / 6.601	eV
spin multiplicity	2
E_HOMO (spin up / spin down)	-10.52 / -10.57	eV
ΔE to the lowest compared entry with this formula, charge and spin	49.78	kcal/mol

Cartesian coordinates (Å):
Ru  0.615  0.511  -0.215
Cl  -2.302  -5.891  -2.229
C  -1.599  -4.339  -2.075
C  -1.557  -3.488  -3.181
C  -1.035  -2.222  -3.033
C  -0.527  -1.750  -1.805
O  -0.135  -0.530  -1.690
C  -0.523  -2.655  -0.675
C  -0.010  -2.318  0.600
N  0.621  -1.205  0.952
C  1.139  -0.986  2.191
C  1.193  -1.932  3.230
C  1.687  -1.587  4.473
C  2.187  -0.324  4.727
C  2.205  0.645  3.711
C  2.751  1.936  3.880
C  2.702  2.829  2.832
C  2.105  2.457  1.634
N  1.594  1.233  1.427
C  1.654  0.325  2.436
C  -1.091  -3.925  -0.851
H  -1.951  -3.814  -4.130
H  -1.021  -1.540  -3.868
H  -0.175  -3.076  1.358
H  0.844  -2.938  3.060
H  1.684  -2.322  5.261
H  2.575  -0.063  5.697
H  3.200  2.211  4.821
H  3.118  3.820  2.921
H  2.040  3.161  0.815
H  -1.137  -4.597  -0.010
S  -1.730  1.251  0.645
C  -2.189  1.571  -0.946
N  -1.967  2.750  -1.525
C  -2.237  2.864  -2.941
C  -3.240  1.767  -3.282
S  -3.078  0.493  -1.963
H  -1.441  3.459  -1.032
H  -1.304  2.733  -3.501
H  -2.642  3.853  -3.164
H  -3.048  1.294  -4.242
H  -4.270  2.119  -3.254
C  1.461  1.884  -1.574
H  2.551  1.844  -1.511
H  1.126  2.909  -1.391
H  1.161  1.584  -2.582

---

(3)
Below is a molecular structure, C20H18F4N5OPdS4Se, with properties calculated with the ωB97M-V functional and the def2-TZVPD basis.

Computed properties:
total charge	+1
HOMO-LUMO gap (spin up / spin down)	3.892 / 3.979	eV
E_HOMO (spin up / spin down)	-9.91 / -9.99	eV

Cartesian coordinates (Å):
Pd  0.484  0.006  -0.605
C  -2.321  -3.369  -0.302
C  -2.176  -2.070  0.470
N  -0.809  -1.646  0.851
C  0.095  -2.746  1.234
C  0.743  -3.500  0.077
C  -0.913  -0.684  1.949
C  -1.647  0.584  1.548
N  -1.076  1.203  0.361
C  -1.478  2.429  -0.054
C  -0.820  3.048  -1.141
F  0.222  2.407  -1.729
C  -1.173  4.285  -1.634
F  -0.482  4.778  -2.670
C  -2.205  5.014  -1.083
C  -2.869  4.448  -0.016
F  -3.880  5.108  0.557
C  -2.534  3.208  0.491
F  -3.285  2.752  1.516
H  -3.382  -3.514  -0.504
H  -1.803  -3.342  -1.262
H  -1.978  -4.232  0.266
H  -2.612  -1.266  -0.128
H  -2.783  -2.146  1.383
H  0.886  -2.293  1.833
H  -0.430  -3.453  1.893
H  0.994  -2.810  -0.733
H  1.667  -3.967  0.424
H  0.116  -4.291  -0.322
H  -1.449  -1.121  2.805
H  0.096  -0.429  2.280
H  -2.705  0.359  1.387
H  -1.604  1.261  2.406
H  -2.483  5.983  -1.470
O  1.064  -2.750  -6.875
C  0.959  -2.174  -5.849
S  -0.563  -2.153  -4.891
C  0.039  -1.210  -3.576
C  1.437  -0.782  -3.660
S  2.168  0.131  -2.521
S  2.297  -1.258  -5.086
S  -0.976  -0.805  -2.351
Se  4.325  -1.887  1.031
N  4.746  -0.717  2.268
C  3.862  0.262  2.193
C  3.781  1.387  3.064
C  2.766  2.259  2.855
C  1.840  2.062  1.788
N  1.863  1.062  0.952
C  2.861  0.126  1.162
N  2.928  -0.975  0.440
H  4.497  1.507  3.865
H  2.642  3.125  3.489
H  1.059  2.796  1.622

---

(4)
Below is a molecular structure, C20H18F5OSc, with properties calculated with the ωB97M-V functional and the def2-TZVPD basis.

Computed properties:
total charge	0
HOMO-LUMO gap	8.718	eV
E_HOMO	-8.55	eV

Cartesian coordinates (Å):
C  -3.512  0.566  1.577
C  -3.014  1.912  1.582
C  -2.285  2.103  0.358
H  -3.139  2.646  2.383
C  -2.356  0.888  -0.397
C  -3.095  -0.061  0.361
H  -3.377  -1.059  0.008
H  -4.111  0.100  2.362
H  -1.869  3.038  -0.013
H  -2.063  0.779  -1.446
C  0.710  -0.505  2.746
C  -0.210  -0.039  3.744
C  -1.422  -0.800  3.600
H  -0.022  0.752  4.465
C  -1.238  -1.717  2.504
C  0.073  -1.522  1.976
H  0.564  -2.151  1.223
H  1.762  -0.245  2.672
H  -2.333  -0.682  4.195
H  -1.945  -2.479  2.160
Sc  -1.226  0.618  1.858
O  0.294  -0.762  -1.365
C  0.974  0.541  -1.520
C  0.558  -0.408  -2.639
H  0.314  1.369  -1.324
H  2.066  0.652  -1.421
H  -0.260  -0.077  -3.258
H  0.370  -1.414  -4.984
C  1.258  -1.817  -4.497
C  1.523  -1.320  -3.225
C  2.515  -1.850  -2.367
H  2.591  -1.553  -1.318
C  3.413  -2.751  -2.924
H  4.215  -3.109  -2.277
C  3.249  -3.148  -4.257
H  3.987  -3.833  -4.671
C  2.184  -2.687  -5.047
H  2.060  -3.000  -6.079
F  1.761  2.035  2.044
C  0.523  2.486  1.640
F  0.689  2.996  0.369
C  0.072  3.611  2.575
F  1.062  4.501  2.788
F  -0.993  4.278  2.035
F  -0.317  3.120  3.804

---

(5)
Below is a single C20H18FNO3 molecule, with properties calculated with the ωB97M-V functional and the def2-TZVPD basis.

Computed properties:
total charge	0
HOMO-LUMO gap	8.010	eV
SMILES	COC(=O)CCc1c(C)c(C(=O)c2ccc(F)cc2)c2ccccn12
E_HOMO	-7.62	eV
ΔE to the lowest compared entry with this formula, charge and spin	0.00	kcal/mol

Cartesian coordinates (Å):
C  2.852  4.364  -4.454
O  2.076  3.685  -3.476
C  2.697  2.723  -2.788
O  3.845  2.409  -2.962
C  1.777  2.090  -1.769
C  1.892  0.555  -1.822
C  1.337  -0.083  -0.596
C  0.089  -0.630  -0.373
C  -0.972  -0.775  -1.411
C  0.050  -1.088  0.971
C  -1.013  -1.746  1.706
O  -0.808  -2.455  2.680
C  -2.414  -1.488  1.251
C  -2.846  -0.189  1.001
C  -4.161  0.054  0.652
C  -5.031  -1.017  0.549
F  -6.312  -0.785  0.192
C  -4.631  -2.316  0.806
C  -3.318  -2.542  1.174
C  1.312  -0.814  1.526
C  1.859  -1.029  2.797
C  3.135  -0.614  3.057
C  3.879  0.032  2.047
C  3.334  0.244  0.819
N  2.070  -0.175  0.557
H  3.260  3.652  -5.174
H  3.679  4.896  -3.979
H  2.180  5.063  -4.945
H  0.754  2.418  -1.946
H  2.091  2.446  -0.785
H  1.359  0.187  -2.699
H  2.947  0.293  -1.941
H  -1.609  -1.628  -1.192
H  -1.601  0.113  -1.457
H  -0.521  -0.919  -2.391
H  -2.153  0.632  1.099
H  -4.519  1.054  0.462
H  -5.342  -3.123  0.727
H  -2.977  -3.542  1.400
H  1.251  -1.533  3.530
H  3.581  -0.774  4.025
H  4.886  0.364  2.245
H  3.870  0.737  0.023

---

(6)
Below is a molecular structure, C20H18IN6O2Sn, with properties calculated with the ωB97M-V functional and the def2-TZVPD basis.

Computed properties:
total charge	+3
HOMO-LUMO gap (spin up / spin down)	5.311 / 5.016	eV
E_HOMO (spin up / spin down)	-16.60 / -16.60	eV
ΔE to the lowest compared entry with this formula, charge and spin	23.10	kcal/mol

Cartesian coordinates (Å):
Sn  1.352  0.617  -1.956
C  1.929  3.084  1.565
C  0.678  2.477  2.084
N  0.280  2.674  3.283
C  -0.874  2.378  3.819
C  -1.843  1.828  2.988
C  -3.211  1.467  3.537
O  -3.636  0.202  3.121
C  -1.491  1.502  1.671
C  -2.480  0.910  0.799
N  -2.275  0.233  -0.238
C  -3.069  -0.544  -0.996
C  -3.927  -1.492  -0.384
C  -4.831  -2.197  -1.142
C  -4.867  -2.023  -2.528
C  -3.993  -1.141  -3.157
C  -3.082  -0.431  -2.404
I  -1.707  0.899  -3.361
C  -0.173  1.706  1.164
O  0.219  1.349  0.022
H  2.553  3.413  2.394
H  2.471  2.383  0.927
H  1.684  3.961  0.963
H  -1.006  2.534  4.879
H  -3.233  1.590  4.623
H  -3.915  2.196  3.094
H  -3.501  -0.459  3.814
H  -3.507  1.160  1.091
H  -3.898  -1.610  0.689
H  -5.524  -2.878  -0.666
H  -5.578  -2.575  -3.124
H  -4.036  -1.022  -4.230
N  5.616  -1.097  -2.263
C  5.915  -0.107  -3.139
C  4.792  0.676  -3.244
N  3.822  0.169  -2.443
C  4.345  -0.914  -1.852
C  3.535  -1.681  -0.953
N  2.251  -1.345  -0.765
C  1.743  -2.250  0.115
C  2.721  -3.138  0.467
N  3.838  -2.765  -0.214
H  6.260  -1.832  -2.001
H  6.870  -0.021  -3.616
H  4.641  1.554  -3.844
H  0.716  -2.212  0.424
H  2.700  -3.979  1.134
H  4.725  -3.246  -0.146

---

(7)
Below is a molecular structure, C20H18IrN8O3S, with properties calculated with the ωB97M-V functional and the def2-TZVPD basis.

Computed properties:
total charge	+2
HOMO-LUMO gap (spin up / spin down)	5.918 / 5.662	eV
spin multiplicity	2
E_HOMO (spin up / spin down)	-14.57 / -14.53	eV

Cartesian coordinates (Å):
Ir  -0.384  -0.089  0.780
C  1.699  -3.650  1.915
C  2.887  -3.622  1.208
C  3.175  -2.509  0.442
C  2.292  -1.447  0.374
N  1.120  -1.495  1.043
C  0.849  -2.576  1.812
N  2.713  -0.351  -0.381
C  2.135  0.735  -0.546
N  0.813  1.073  -0.140
C  0.570  2.418  -0.500
N  -0.447  3.079  -0.253
C  -1.645  2.609  0.273
C  -2.625  3.551  0.511
C  -3.894  3.169  0.914
C  -4.176  1.823  1.031
C  -3.156  0.924  0.847
N  -1.898  1.296  0.516
C  1.767  2.927  -1.199
C  2.016  4.155  -1.767
C  3.261  4.345  -2.362
C  4.198  3.325  -2.405
C  3.939  2.088  -1.824
C  2.708  1.913  -1.230
H  1.433  -4.490  2.545
H  3.581  -4.451  1.263
H  4.100  -2.413  -0.110
H  -0.084  -2.552  2.346
H  -2.360  4.586  0.335
H  -4.656  3.912  1.117
H  -5.161  1.465  1.297
H  -3.320  -0.134  0.991
H  1.275  4.945  -1.733
H  3.509  5.305  -2.798
H  5.147  3.501  -2.894
H  4.667  1.288  -1.842
C  -2.651  -4.603  0.213
O  -1.976  -3.900  -0.873
C  -1.602  -2.676  -0.653
O  -1.749  -2.060  0.411
N  -0.999  -2.132  -1.724
N  -0.615  -0.805  -1.635
H  -2.720  -5.631  -0.114
H  -3.641  -4.186  0.360
H  -2.072  -4.531  1.126
H  -0.964  -2.629  -2.601
H  -1.310  -0.194  -2.056
H  0.269  -0.676  -2.113
O  -3.209  0.002  3.732
S  -1.794  -0.268  3.807
N  -1.014  -0.364  2.545

---

(8)
Below is a single C20H18N2O6 molecule, with properties calculated with the ωB97M-V functional and the def2-TZVPD basis.

Computed properties:
total charge	0
HOMO-LUMO gap	8.725	eV
SMILES	Cc1ccccc1OCC(=O)Nc1ccc2c(c1)C(=O)N(CCC(=O)O)C2=O
E_HOMO	-9.13	eV
ΔE to the lowest compared entry with this formula, charge and spin	3.10	kcal/mol

Cartesian coordinates (Å):
C  2.239  1.008  6.108
C  1.099  1.670  5.397
C  0.574  2.870  5.859
C  -0.483  3.487  5.216
C  -1.042  2.905  4.092
C  -0.533  1.713  3.611
C  0.532  1.099  4.255
O  1.009  -0.122  3.779
C  2.165  -0.026  2.970
C  1.842  0.045  1.472
O  2.624  0.484  0.664
N  0.611  -0.472  1.207
C  -0.056  -0.600  -0.002
C  -1.349  -1.131  0.025
C  -2.088  -1.297  -1.135
C  -1.508  -0.922  -2.331
C  -0.215  -0.390  -2.361
C  0.530  -0.218  -1.217
C  0.124  -0.097  -3.776
O  1.134  0.352  -4.253
N  -1.005  -0.449  -4.503
C  -1.062  -0.399  -5.943
C  -0.309  -1.581  -6.575
C  -0.988  -2.884  -6.226
O  -1.679  -3.527  -6.965
O  -0.737  -3.256  -4.962
C  -2.022  -0.976  -3.714
O  -3.083  -1.365  -4.131
H  3.192  1.399  5.750
H  2.223  -0.066  5.937
H  2.181  1.199  7.177
H  1.003  3.320  6.742
H  -0.874  4.419  5.595
H  -1.871  3.377  3.587
H  -0.964  1.254  2.733
H  2.783  0.839  3.233
H  2.754  -0.935  3.138
H  0.109  -0.780  2.037
H  -1.776  -1.420  0.975
H  -3.085  -1.707  -1.108
H  1.526  0.194  -1.246
H  -0.599  0.535  -6.271
H  -2.115  -0.420  -6.233
H  0.714  -1.591  -6.196
H  -0.306  -1.468  -7.658
H  -1.223  -4.068  -4.751

---

(9)
Below is a molecular structure, C20H18N3O4PtS2, with properties calculated with the ωB97M-V functional and the def2-TZVPD basis.

Computed properties:
total charge	0
HOMO-LUMO gap (spin up / spin down)	5.940 / 5.590	eV
spin multiplicity	2
E_HOMO (spin up / spin down)	-6.99 / -6.89	eV
ΔE to the lowest compared entry with this formula, charge and spin	50.02	kcal/mol

Cartesian coordinates (Å):
Pt  0.622  -0.782  1.207
O  0.497  0.203  3.197
N  -0.094  1.361  3.019
C  -1.205  1.641  3.735
C  -1.829  2.851  3.613
C  -1.323  3.800  2.723
C  -0.210  3.486  1.968
C  0.405  2.243  2.093
S  1.717  1.688  1.132
H  -1.521  0.843  4.387
H  -2.713  3.055  4.200
H  -1.809  4.760  2.614
H  0.190  4.187  1.250
O  -0.888  -3.206  -1.795
C  -1.225  -2.576  -0.800
O  -0.673  -2.702  0.367
C  -2.304  -1.527  -0.887
C  -2.957  -1.261  -2.082
C  -3.856  -0.212  -2.168
C  -4.089  0.593  -1.057
C  -3.453  0.332  0.145
C  -2.564  -0.740  0.238
S  -1.804  -1.135  1.757
H  -2.739  -1.895  -2.932
H  -4.373  -0.011  -3.097
H  -4.771  1.431  -1.127
H  -3.624  0.956  1.014
C  4.883  -0.779  1.358
C  3.610  -1.418  0.876
O  2.716  -1.737  1.660
N  3.511  -1.640  -0.451
C  2.337  -2.247  -1.074
C  1.467  -1.219  -1.741
C  1.437  -1.072  -3.114
C  0.628  -0.107  -3.690
C  -0.123  0.704  -2.851
C  -0.041  0.513  -1.491
N  0.729  -0.429  -0.940
H  5.001  -1.004  2.414
H  4.800  0.304  1.249
H  5.749  -1.131  0.799
H  4.208  -1.249  -1.061
H  1.767  -2.766  -0.304
H  2.670  -2.982  -1.806
H  2.037  -1.727  -3.733
H  0.576  0.008  -4.764
H  -0.769  1.474  -3.247
H  -0.604  1.125  -0.800

---

(10)
Below is a single C20H18N6O3S molecule, with properties calculated with the ωB97M-V functional and the def2-TZVPD basis.

Computed properties:
total charge	0
HOMO-LUMO gap	8.418	eV
SMILES	CC(=O)Nc1ccc(S(=O)(=O)Nc2ccc(-c3ccc4nnc(C)n4n3)cc2)cc1
E_HOMO	-8.48	eV
ΔE to the lowest compared entry with this formula, charge and spin	53.53	kcal/mol

Cartesian coordinates (Å):
C  -2.022  -9.036  2.088
C  -1.053  -7.888  1.917
O  0.102  -8.028  1.601
N  -1.646  -6.672  2.162
C  -1.087  -5.400  2.112
C  0.267  -5.183  1.847
C  0.759  -3.892  1.813
C  -0.090  -2.824  2.038
S  0.532  -1.159  1.951
O  1.952  -1.148  2.142
O  -0.273  -0.288  2.747
N  0.194  -0.859  0.308
C  0.435  0.376  -0.290
C  0.841  0.437  -1.623
C  1.047  1.654  -2.239
C  0.857  2.845  -1.540
C  1.073  4.152  -2.164
C  1.977  4.318  -3.263
C  2.163  5.543  -3.823
C  1.436  6.621  -3.284
N  1.361  7.902  -3.563
N  0.509  8.456  -2.703
C  0.045  7.544  -1.884
C  -0.918  7.738  -0.780
N  0.600  6.342  -2.203
N  0.410  5.155  -1.651
C  0.438  2.774  -0.210
C  0.228  1.563  0.411
C  -1.431  -3.022  2.307
C  -1.929  -4.308  2.346
H  -2.858  -8.931  1.399
H  -1.507  -9.970  1.884
H  -2.406  -9.055  3.106
H  -2.628  -6.691  2.403
H  0.916  -6.024  1.673
H  1.803  -3.698  1.628
H  0.514  -1.636  -0.253
H  0.991  -0.479  -2.176
H  1.337  1.668  -3.279
H  2.529  3.464  -3.620
H  2.837  5.721  -4.645
H  -1.285  8.759  -0.803
H  -0.434  7.548  0.177
H  -1.748  7.041  -0.884
H  0.284  3.694  0.331
H  -0.087  1.517  1.439
H  -2.057  -2.164  2.491
H  -2.975  -4.476  2.560